Record 1
The molecule C7H10O. Source: OMol25; level of theory: the ωB97M-V functional and the def2-TZVPD basis.

## Properties
maximum force	11.17	eV Å⁻¹
relative energy (zero: lowest compared OMol25 entry of this formula, charge and spin)	7.348	eV
net charge	0
total energy	-347.6932	Eh

Each line ends with the Mulliken charge.
Element x y z (Å)
C  -0.875  -0.593  1.813  -1.20
C  -1.146  -0.458  0.403  -0.12
C  -0.782  0.673  -0.525  0.07
C  -0.318  -1.048  -0.603  -0.19
C  1.204  -0.489  -0.579  -0.27
C  1.537  0.882  -1.277  -0.77
C  0.716  0.939  0.063  -0.75
H  -1.475  0.026  2.397  0.35
H  0.305  -0.022  1.575  0.19
H  -1.024  -1.599  2.179  0.34
H  -2.207  -0.693  0.225  0.42
H  -1.155  1.898  -0.588  0.33
H  -0.567  -1.997  -0.889  0.67
H  2.206  -0.948  -0.008  0.24
H  2.531  1.107  -1.278  0.38
H  0.971  0.936  -2.254  0.17
H  0.878  1.396  0.988  0.63
O  -0.799  -0.009  -1.641  -0.50

Forces on the atoms, in the same order (eV/Å):
C 4.8054 1.7407 -0.7679
C -4.5918 0.7702 -0.2919
C -0.1955 9.8564 5.2474
C 3.7163 -0.2646 -3.9668
C 1.9724 1.0391 4.2198
C -4.1616 -2.2376 0.7019
C 0.4452 -2.3560 -6.9509
H -0.8426 1.3317 0.9571
H -2.9333 -2.7355 2.7952
H 0.8334 -0.3577 0.0211
H 0.1863 -0.3300 -0.5507
H -0.0911 -3.5187 0.1227
H 0.0775 -2.6696 -1.1002
H -3.2655 0.6883 -1.5673
H 2.5130 0.5584 -0.0029
H 0.8766 0.6987 1.3349
H 0.7064 0.9496 0.7697
O -0.0510 -3.1632 -0.9712

***

Record 2
A cluster of 2 separate species, C7H10O in total. Source: OMol25; level of theory: the ωB97M-V functional and the def2-TZVPD basis.

## Properties
maximum force	3.57	eV Å⁻¹
relative energy (zero: lowest compared OMol25 entry of this formula, charge and spin)	3.623	eV
net charge	0
total energy	-347.8300	Eh
SMILES	C=C=C(C)C.C=C=O

Each line ends with the Mulliken charge.
Element x y z (Å)
C  -0.213  -1.993  0.090  -1.15
C  -0.598  -0.800  0.389  0.30
C  -0.976  0.431  0.396  0.82
C  -2.429  0.821  0.392  -1.30
C  0.066  1.514  0.461  -1.11
H  -0.213  -2.739  0.846  0.28
H  0.034  -2.211  -0.983  0.28
H  -2.710  1.482  1.396  0.23
H  -3.047  -0.043  0.278  0.38
H  -2.840  1.487  -0.310  0.39
H  0.997  1.164  0.017  0.28
H  0.355  1.672  1.550  0.25
H  -0.354  2.377  -0.006  0.37
C  3.299  -1.427  0.440  -0.94
C  2.889  -2.124  -0.597  0.70
O  2.471  -2.924  -1.289  -0.33
H  3.398  -2.024  1.319  0.26
H  3.644  -0.456  0.301  0.30

Forces on the atoms, in the same order (eV/Å):
C 0.0565 -0.3580 -1.3403
C -0.3904 -0.1534 -0.6584
C -0.3392 1.2858 -0.0844
C -0.4101 1.2039 3.3384
C 0.5879 -0.8948 2.0651
H 0.4915 -0.7817 0.3270
H -0.3936 -0.1279 1.2293
H 0.7019 -2.1189 -2.0070
H -0.4731 -0.6616 0.5770
H 0.4572 1.0652 -1.6567
H -0.1029 0.2406 -0.3761
H -0.5798 0.4082 -1.2153
H 0.2095 0.8894 -0.1750
C -0.2782 -0.7862 -1.1153
C 0.5828 0.4509 2.4604
O -0.7148 -1.0926 -2.0928
H 0.0918 0.0081 0.5647
H 0.5030 1.4230 0.1596

***

Record 3
A cluster of 2 separate species, C7H10O in total. Source: OMol25; level of theory: the ωB97M-V functional and the def2-TZVPD basis.

## Properties
maximum force	1.47	eV Å⁻¹
relative energy (zero: lowest compared OMol25 entry of this formula, charge and spin)	0.169	eV
net charge	0
total energy	-347.9570	Eh
SMILES	Cc1ccccc1.O

Each line ends with the Mulliken charge.
Element x y z (Å)
C  0.000  0.000  0.000  -1.27
C  -1.506  0.011  0.165  0.91
C  -2.391  0.881  -0.520  -0.64
C  -3.782  0.604  -0.486  -0.50
C  -4.278  -0.420  0.328  -0.33
C  -3.400  -1.223  1.100  -0.52
C  -2.035  -1.079  0.915  -0.49
H  0.318  -0.643  -0.838  0.26
H  0.380  -0.433  0.940  0.34
H  0.449  0.999  -0.134  0.36
H  -1.974  1.575  -1.261  0.49
H  -4.476  1.082  -1.191  0.44
H  -5.368  -0.532  0.396  0.34
H  -3.801  -2.032  1.725  0.34
H  -1.355  -1.766  1.434  0.27
O  -2.696  1.357  -3.809  -0.66
H  -1.716  1.445  -3.807  0.32
H  -2.870  0.507  -3.345  0.34

Forces on the atoms, in the same order (eV/Å):
C 0.0456 0.2951 0.4444
C -0.7724 -0.7022 -0.3820
C 0.0920 -1.4589 -0.1890
C 0.5850 -0.4026 -0.0530
C 0.1802 0.3107 0.5356
C -0.6828 0.1161 -0.9861
C 0.0538 1.0015 0.3425
H -0.1628 0.2337 0.2881
H 0.3027 0.2084 -0.5254
H -0.2676 -0.3680 0.0181
H -0.3177 0.0026 0.6135
H 0.4000 0.1923 0.5388
H 0.5482 -0.2042 -0.0355
H 0.1973 0.4326 -0.2706
H -0.1993 0.3565 -0.2973
O 0.8152 -0.7150 0.4128
H -1.0534 -0.1591 -0.0151
H 0.2359 0.8605 -0.4398

***

- Which of these has the lowest maximum force?
  number 3

***

- maximum force of number 1 (C7H10O)?
  11.17 eV Å⁻¹

***

- Which value of relative energy (zero: lowest compared OMol25 entry of this formula, charge and spin) does entry 2 give?
  3.623 eV

***

- The highest maximum force belongs to which entry?
  number 1